# 1
The following is a DFT calculation (ωB97M-V with the def2-TZVPD basis set) of a 5-piece molecular cluster, C11H31N5O5 overall at a distorted geometry.

Energy above the lowest of the compared OMol25 structures with the same formula, charge and spin ... 0.0 kJ/mol
SMILES ... CC1(C)CCCC(C)(C)N1O.NC(N)=O.NC(N)=O.O.O
Largest force on an atom ... 1.68 eV/A
HOMO-LUMO gap ... 0.3189 Ha
Charge ... 0

Last column: Löwdin charge in e.
Positions of all 52 atoms, in Å:
C 6.507 -0.283 -3.183  -0.665
O 7.144 -1.232 -2.775  0.038
N 6.632 0.178 -4.476  0.136
N 5.578 0.402 -2.403  0.135
H 7.119 -0.414 -5.121  0.097
H 6.064 0.936 -4.806  0.083
H 4.920 0.927 -2.962  0.080
H 5.096 -0.172 -1.716  0.047
C 3.194 -0.766 0.110  -0.644
O 3.918 -1.368 -0.673  0.010
N 3.672 0.190 0.962  0.170
N 1.883 -1.104 0.317  0.173
H 3.035 0.799 1.446  0.102
H 4.590 0.572 0.804  0.114
H 1.508 -0.991 1.242  0.098
H 1.490 -1.802 -0.293  0.088
C -3.867 0.467 -1.606  -0.030
C -3.997 0.253 -0.095  -0.527
C -3.154 -0.952 0.344  -0.138
C -1.661 -0.606 0.425  -0.176
C -1.454 0.466 1.494  -0.139
C -2.691 1.363 1.791  -0.504
N -3.483 1.443 0.570  -0.118
O -4.420 2.489 0.626  -0.012
C -3.497 0.809 2.980  -0.018
C -2.136 2.743 2.099  -0.048
C -5.458 -0.092 0.248  -0.035
H -4.567 1.259 -1.894  0.083
H -4.101 -0.395 -2.228  0.085
H -2.849 0.810 -1.794  0.079
H -3.449 -1.342 1.319  0.111
H -3.254 -1.784 -0.357  0.124
H -1.321 -0.272 -0.554  0.103
H -1.132 -1.521 0.700  0.101
H -0.607 1.098 1.213  0.100
H -1.137 0.039 2.450  0.113
H -3.153 -0.150 3.376  0.077
H -3.430 1.463 3.860  0.081
H -4.568 0.718 2.799  0.077
H -1.491 2.699 2.985  0.090
H -1.511 3.089 1.279  0.085
H -2.910 3.452 2.389  0.083
H -5.899 -0.643 -0.588  0.083
H -6.053 0.829 0.218  0.079
H -5.634 -0.596 1.193  0.074
H -4.294 2.996 -0.182  0.109
O 6.142 -1.898 1.898  -0.058
H 5.297 -1.915 1.437  -0.002
H 6.391 -2.822 1.981  0.036
O 2.248 -3.459 -2.099  -0.062
H 1.809 -3.089 -2.871  0.034
H 2.941 -2.823 -1.878  -0.001

=====

# 2
The following is a DFT calculation (ωB97M-V with the def2-TZVPD basis set) of C11H31O9S5V as an isolated structure at a distorted geometry.

Energy above the lowest of the compared OMol25 structures with the same formula, charge and spin ... 0.0 kJ/mol
Largest force on an atom ... 4.98 eV/A
HOMO-LUMO gap (alpha / beta) ... 0.2277 / 0.2382 Ha
⟨S²⟩ ... 0.774
Charge ... +1
Multiplicity ... 2

Last column: Löwdin charge in e.
Positions of all 57 atoms, in Å:
O 3.211 -0.349 -0.553  -0.239
V 2.109 0.752 -0.504  1.104
O -1.288 -1.079 -0.868  0.149
C -0.040 -0.664 -0.770  -0.757
O 0.511 -0.083 -1.778  -0.081
O 0.623 -0.726 0.287  0.007
H -1.522 -0.714 -1.751  0.083
C 0.819 -6.084 2.210  -0.271
S -0.651 -5.843 1.208  0.802
O -0.498 -6.724 0.032  -0.543
C -0.230 -4.185 0.724  -0.296
H 1.689 -5.864 1.591  0.057
H 0.830 -7.123 2.528  0.053
H 0.784 -5.445 3.092  0.052
H 0.119 -3.614 1.587  0.052
H -0.988 -3.657 0.152  0.039
H 0.680 -4.200 0.108  0.063
C 2.972 3.568 2.305  -0.221
S 2.775 1.834 2.672  0.941
O 2.129 1.137 1.499  -0.609
C 4.473 1.365 2.659  -0.234
H 3.613 3.955 3.098  0.072
H 1.975 4.000 2.318  0.055
H 3.480 3.741 1.356  0.073
H 4.938 1.674 1.721  0.074
H 4.549 0.281 2.720  0.075
H 4.971 1.831 3.507  0.074
C -0.841 2.628 -2.601  -0.218
S -0.607 2.926 -0.868  0.923
O 0.740 2.344 -0.461  -0.621
C -0.372 4.692 -0.959  -0.214
H 0.115 2.758 -3.110  0.080
H -1.598 3.310 -2.984  0.079
H -1.179 1.606 -2.761  0.037
H -0.069 5.019 0.032  0.057
H -1.356 5.102 -1.182  0.076
H 0.362 4.922 -1.726  0.072
C -2.838 -2.215 -5.735  -0.258
S -1.786 -1.385 -4.541  0.838
O -2.634 -0.693 -3.518  -0.560
C -1.244 -2.904 -3.734  -0.241
H -2.210 -2.760 -6.438  0.062
H -3.378 -1.419 -6.246  0.054
H -3.535 -2.893 -5.247  0.064
H -2.111 -3.472 -3.408  0.071
H -0.628 -2.618 -2.884  0.032
H -0.600 -3.439 -4.432  0.065
C -1.603 1.220 2.112  -0.253
S -1.684 2.957 2.590  0.758
O -3.104 3.356 2.604  -0.523
C -1.291 2.664 4.316  -0.257
H -0.703 0.751 2.503  0.052
H -1.680 1.153 1.031  0.012
H -2.498 0.752 2.526  0.073
H -2.097 2.059 4.729  0.067
H -1.280 3.626 4.824  0.054
H -0.324 2.170 4.420  0.043

=====

# 3
The following is a DFT calculation (ωB97M-V with the def2-TZVPD basis set) of C11H31O9S5V as an isolated structure at a distorted geometry.

Energy above the lowest of the compared OMol25 structures with the same formula, charge and spin ... 409.5 kJ/mol
Largest force on an atom ... 7.06 eV/A
HOMO-LUMO gap (alpha / beta) ... 0.1522 / 0.1682 Ha
⟨S²⟩ ... 0.795
Charge ... +1
Multiplicity ... 2

Last column: Löwdin charge in e.
Positions of all 57 atoms, in Å:
O 3.779 0.495 -0.738  -0.229
V 2.882 1.788 -0.737  1.212
O -1.019 -0.233 -1.405  0.141
C 0.268 -0.274 -1.148  -0.781
O 0.955 0.786 -1.273  -0.072
O 0.761 -1.386 -0.879  0.009
H -1.145 -1.184 -1.403  0.085
C -1.002 3.819 3.376  -0.244
S -2.489 2.977 2.618  0.879
O -3.185 4.097 1.784  -0.592
C -1.560 1.937 1.359  -0.237
H -1.422 4.712 3.839  0.047
H -0.317 4.195 2.616  0.029
H -0.581 3.136 4.114  0.045
H -0.579 1.619 1.715  0.019
H -1.324 2.598 0.525  0.036
H -2.025 1.055 0.918  0.041
C -0.111 5.357 -1.219  -0.218
S 1.619 4.883 -1.040  0.988
O 1.567 3.389 -0.615  -0.660
C 2.004 5.836 0.532  -0.183
H -0.415 5.052 -2.220  0.066
H -0.196 6.442 -1.268  0.072
H -0.819 4.903 -0.526  0.069
H 3.079 6.013 0.553  0.049
H 1.818 5.261 1.439  0.057
H 1.479 6.788 0.446  0.062
C 4.050 0.392 3.155  -0.187
S 2.243 0.398 2.604  0.942
O 2.206 1.265 1.329  -0.629
C 1.896 -1.311 2.170  -0.210
H 4.643 -0.109 2.389  0.055
H 4.241 -0.242 4.021  0.060
H 4.424 1.402 3.322  0.058
H 0.835 -1.461 1.970  0.044
H 2.342 -1.938 2.942  0.073
H 2.445 -1.395 1.232  0.058
C -1.794 -2.695 1.263  -0.286
S -3.010 -3.511 0.191  0.864
O -2.741 -3.162 -1.285  -0.570
C -2.499 -5.264 0.441  -0.234
H -2.084 -1.698 1.595  0.041
H -0.783 -2.637 0.861  0.031
H -1.703 -3.094 2.273  0.055
H -1.455 -5.241 0.128  0.048
H -3.042 -5.927 -0.232  0.057
H -2.680 -5.571 1.471  0.054
C -1.832 -3.309 -4.722  -0.257
S -1.615 -5.106 -4.460  0.825
O -1.543 -5.643 -5.869  -0.572
C 0.015 -4.916 -3.658  -0.273
H -1.450 -2.827 -3.822  0.018
H -2.888 -3.043 -4.659  0.050
H -1.298 -2.954 -5.604  0.062
H -0.083 -4.410 -2.698  0.033
H 0.594 -4.205 -4.247  0.049
H 0.547 -5.848 -3.468  0.050

=====

# 4
The following is a DFT calculation (ωB97M-V with the def2-TZVPD basis set) of C11H32Li3N10O14 as an isolated structure at a distorted geometry.

Largest force on an atom ... 9.80 eV/A
HOMO-LUMO gap ... 0.0680 Ha
Charge ... +1

Last column: Löwdin charge in e.
Positions of all 70 atoms, in Å:
Li 1.309 -3.525 8.706  0.612
Li -0.686 1.012 8.493  0.759
Li 2.184 0.202 -5.638  0.978
C 0.391 -0.815 1.613  0.023
C 0.468 -0.028 0.479  -0.366
C 0.032 1.459 0.441  -0.326
O -0.173 2.119 -0.698  -0.113
C -0.476 2.121 1.531  0.012
C -0.458 1.353 2.773  -0.299
C -0.001 -0.185 2.881  -0.316
O -0.069 -0.771 4.006  -0.065
O -0.803 1.916 3.873  -0.077
O 1.060 -0.615 -0.487  -0.055
H 0.753 -1.833 1.631  0.105
H -0.705 3.176 1.537  0.110
O -4.951 5.106 3.883  -0.053
H -4.338 4.512 4.316  0.025
H -4.428 5.543 3.211  0.027
O -0.213 7.309 5.220  -0.054
H -0.242 6.406 4.903  0.025
H -0.933 7.747 4.766  0.029
O -4.505 0.864 9.001  -0.067
H -4.876 0.291 8.330  0.034
H -5.228 1.438 9.252  0.038
O 3.726 3.680 -6.363  -0.063
H 3.512 4.316 -5.681  0.035
H 4.376 4.124 -6.909  0.040
O 3.427 6.129 -2.040  -0.056
H 2.761 5.449 -2.138  0.024
H 3.908 5.882 -1.251  0.033
C 8.618 0.075 -0.259  -0.815
O 7.779 0.860 -0.618  0.047
N 9.899 0.278 -0.218  0.156
N 8.362 -1.068 0.300  0.152
H 10.527 -0.399 0.192  0.111
H 10.196 1.038 -0.814  0.124
H 7.421 -1.387 0.477  0.121
H 9.130 -1.582 0.710  0.105
C -4.346 7.338 -2.710  -0.892
O -5.051 8.260 -3.007  0.050
N -4.683 6.523 -1.754  0.172
N -3.222 7.141 -3.198  0.181
H -4.065 5.724 -1.765  0.102
H -5.490 6.619 -1.154  0.126
H -2.697 6.326 -2.916  0.122
H -3.353 7.513 -4.128  0.140
C -4.300 -7.249 1.598  -0.787
O -3.894 -7.456 0.450  0.018
N -5.178 -8.094 2.116  0.136
N -3.927 -6.439 2.497  0.166
H -5.487 -8.842 1.511  0.115
H -5.739 -7.852 2.920  0.102
H -3.186 -5.835 2.171  0.128
H -4.151 -6.476 3.481  0.122
C 4.851 -6.836 -3.087  -0.915
O 5.473 -7.748 -3.327  0.142
N 4.350 -6.011 -3.930  0.158
N 4.444 -6.512 -1.898  0.157
H 4.784 -6.179 -4.826  0.124
H 3.684 -5.285 -3.708  0.112
H 3.976 -5.644 -1.681  0.105
H 4.753 -7.025 -1.085  0.118
C -4.796 -2.433 -3.993  -0.775
O -5.977 -2.803 -4.118  0.012
N -4.342 -1.225 -4.228  0.146
N -3.822 -3.235 -3.789  0.158
H -5.055 -0.545 -4.448  0.116
H -3.392 -0.909 -4.365  0.105
H -2.933 -2.819 -3.555  0.109
H -3.980 -4.187 -3.488  0.129

=====

no.,molar mass (g mol⁻¹)
1,313.399
2,518.639
3,518.639
4,549.256